No. 1
64
Properties=species:S:1:pos:R:3 method="wB97M-V/def2-TZVPD" multiplicity=3 energy_ha=-1454.105247 total_charge=+4
Ag 4.45074 0.41114 1.70158
Y 2.30627 -1.88042 -1.56843
O 0.07433 -1.11450 -0.97294
C 0.13748 -0.02581 -0.05692
C 1.34642 -0.09492 0.98149
O 2.62517 -0.40356 0.45833
H -0.79118 0.13223 0.49145
H 0.26418 0.91017 -0.60096
H 1.07344 -0.78958 1.77586
H 1.44956 0.89149 1.43368
C -0.71409 1.85820 3.59413
O -0.15195 3.06444 3.10853
H -1.62761 1.52058 3.10465
H 0.04556 1.08108 3.50969
H -0.95743 1.94118 4.65338
H 0.07110 3.03982 2.17513
C -1.52296 1.93486 -2.46379
O -0.99678 0.82303 -3.08212
H -2.42141 2.18784 -3.02672
H -1.75989 1.83258 -1.40478
H -0.74132 2.69384 -2.49680
H -0.79364 0.20731 -2.37415
C 1.27937 3.98135 -0.36868
O 1.54519 3.84775 0.98224
H 2.24288 3.86753 -0.86547
H 0.75281 3.13698 -0.81350
H 0.89173 4.98854 -0.52172
H 2.03038 4.59546 1.33878
C -0.41887 -4.15724 2.70440
O 0.57933 -3.54551 1.93808
H -0.96048 -3.57644 3.45101
H -1.23459 -4.57214 2.11232
H -0.00133 -5.01160 3.23717
H 1.16656 -3.04533 2.50955
C 0.75815 -5.03766 -1.44524
O 1.07550 -3.85867 -0.73183
H 0.77244 -4.83896 -2.51689
H 1.52476 -5.80373 -1.32886
H -0.22240 -5.41319 -1.15267
H 0.79466 -3.93915 0.18264
C -2.19206 3.81235 0.32613
O -3.28741 4.10254 -0.45561
H -2.31706 4.31705 1.28413
H -2.14549 2.74645 0.54927
H -1.31335 4.17244 -0.20895
H -3.97481 3.50925 -0.14401
C 4.91662 2.98079 -0.20367
O 4.05249 2.37738 0.65192
H 5.29019 3.91065 0.22518
H 5.70461 2.29915 -0.52389
H 4.38494 3.21020 -1.12713
H 3.25200 2.90225 0.57887
C -2.99624 -2.52620 0.68601
O -2.13401 -3.03386 -0.26141
H -2.95388 -1.44181 0.58409
H -4.02756 -2.83540 0.51608
H -2.72345 -2.74469 1.71846
H -1.42029 -2.42087 -0.45231
C -1.90529 -3.07767 -3.71429
O -1.08747 -1.95245 -3.55848
H -1.36673 -4.02355 -3.77227
H -2.67391 -3.22293 -2.95519
H -2.27263 -2.97040 -4.73491
H -0.75118 -1.92989 -2.65959



No. 2
121
Properties=species:S:1:pos:R:3 method="wB97M-V/def2-TZVPD" e_above_lowest_kj_mol=893.3 total_charge=+2
Hg -0.56301 -0.35919 0.05781
O -3.45558 -0.80611 -3.22582
S -4.33972 -0.47153 -4.33648
O -5.21696 0.69824 -4.33567
O -3.34369 -0.34277 -5.71098
C -4.01219 0.23959 -6.82773
C -3.14630 1.38269 -7.30208
C -5.29498 -1.99984 -4.77980
H -5.06621 0.51550 -6.86024
H -4.05967 -0.56587 -7.56057
H -2.10783 1.09766 -7.47069
H -3.24803 2.17622 -6.56175
H -3.42836 1.86135 -8.23985
H -4.58160 -2.57161 -5.37335
H -6.31358 -1.88011 -5.14886
H -5.31358 -2.62865 -3.88967
O -1.62030 -4.48970 0.07823
S -1.91155 -5.91868 -0.10227
O -3.05093 -6.50336 0.53247
O -2.06243 -6.13603 -1.77874
C -2.50901 -7.44224 -2.20385
C -1.23922 -8.28963 -2.58622
C -0.36439 -6.89849 0.28641
H -3.12725 -7.29174 -3.08885
H -3.12162 -7.89620 -1.42491
H -0.33380 -7.80649 -2.21899
H -1.29376 -8.45022 -3.66294
H -1.25203 -9.27472 -2.11981
H -0.74617 -7.91911 0.31224
H -0.06103 -6.57015 1.28053
H 0.48253 -6.68834 -0.36678
O 3.03224 -1.81089 1.66449
S 4.42584 -1.46024 1.35204
O 4.66916 -0.51819 0.26163
O 5.15297 -1.02867 2.77289
C 6.52790 -0.51281 2.73617
C 6.74413 -0.00625 4.13518
C 5.41142 -3.01072 0.95768
H 6.63336 0.26493 1.97980
H 7.21473 -1.33941 2.55423
H 7.77563 0.33148 4.23549
H 6.42936 -0.76626 4.85030
H 6.23540 0.88944 4.49154
H 5.03513 -3.50638 0.06279
H 5.20656 -3.73375 1.74720
H 6.45271 -2.69527 0.89202
O -4.17656 5.09239 0.34946
S -4.43867 3.85647 1.13519
O -3.58488 2.67227 0.79824
O -4.20584 4.29407 2.73347
C -4.78442 5.43940 3.22534
C -5.01208 5.43492 4.74279
C -6.17320 3.20201 1.16687
H -5.82768 5.44129 2.90960
H -4.38031 6.37158 2.83056
H -5.71786 4.61701 4.88768
H -5.42842 6.41730 4.96572
H -4.08165 5.23955 5.27592
H -6.72284 4.12417 1.35558
H -6.11829 2.55498 2.04234
H -6.47732 2.63795 0.28514
O 2.41765 3.72568 -4.23905
S 2.34612 3.66196 -2.78550
O 1.71741 2.57563 -2.03584
O 3.89527 3.89927 -2.11810
C 5.06366 4.25165 -2.97325
C 6.38606 4.11565 -2.18875
C 1.60570 5.24192 -2.21955
H 5.05064 5.20925 -3.49377
H 4.90903 3.56766 -3.80773
H 6.46590 4.84026 -1.37840
H 7.14772 4.27144 -2.95274
H 6.41229 3.12668 -1.73119
H 1.64554 5.08527 -1.14161
H 0.59196 5.42709 -2.57473
H 2.38613 5.94055 -2.52110
O 0.90772 -2.16194 -3.58338
S 1.36724 -2.83951 -4.80381
O 2.22969 -4.01275 -4.72934
O 0.22704 -3.07037 -5.98972
C 0.49677 -4.16290 -6.91301
C -0.63398 -4.28315 -7.97460
C 2.17596 -1.48231 -5.72398
H 0.47976 -5.11267 -6.37845
H 1.43445 -3.96865 -7.43370
H -0.67063 -5.29179 -8.38619
H -0.46771 -3.57247 -8.78418
H -1.60244 -3.94748 -7.60377
H 1.38892 -0.83560 -6.11183
H 2.68528 -2.04286 -6.50787
H 2.90332 -0.96543 -5.09796
O -1.85196 -0.75656 6.67828
S -1.40954 -1.62710 5.58696
O -1.30126 -1.25640 4.18893
O 0.10817 -2.32184 5.98919
C 0.58851 -2.35888 7.37433
C 2.00049 -2.91918 7.44324
C -2.28849 -3.22941 5.63662
H -0.09742 -2.79991 8.09755
H 0.73766 -1.34769 7.75294
H 2.56221 -2.46400 6.62754
H 2.07343 -3.98279 7.21627
H 2.53442 -2.73818 8.37611
H -1.70675 -3.93463 5.04304
H -3.34077 -3.18348 5.35608
H -2.25856 -3.44641 6.70438
O 0.48291 3.18833 2.83213
S 1.11408 4.21081 3.69214
O 2.56950 4.41426 3.70159
O 0.31528 5.62596 3.36344
C 0.75885 6.87611 3.75869
C -0.03915 7.37687 4.86247
C 0.55719 3.88522 5.43089
H 0.57064 7.43377 2.84126
H 1.81646 7.01672 3.98182
H 0.11675 6.68066 5.68654
H -1.12727 7.42581 4.82128
H 0.16814 8.40943 5.14341
H -0.52847 3.92299 5.34131
H 0.95944 4.57552 6.17236
H 0.83879 2.87105 5.71422